The following is a DFT calculation (ωB97M-V with the def2-TZVPD basis set) of C6H10O2 in the gas phase at a distorted geometry.

Results
Orbital gap ... 10.141 eV
Total charge ... 0
SMILES string ... C1CO[C@@H]2C[C@H]2OC1

Geometry (Å):
1 C 1.61 0.37 -0.47
2 C 0.67 1.36 0.29
3 C -1.34 0.50 -0.58
4 C -2.32 -0.46 -0.02
5 C -0.88 -0.71 0.36
6 C 1.34 -1.03 0.18
7 H 1.69 0.40 -1.59
8 H 2.65 0.48 -0.33
9 H 0.13 0.70 1.27
10 H 0.98 2.50 0.80
11 H -1.13 0.29 -1.58
12 H -3.16 -0.22 0.71
13 H -2.56 -1.30 -0.96
14 H -0.66 -0.60 1.41
15 H 2.13 -1.39 -0.40
16 H 1.26 -0.99 1.25
17 O -0.62 1.77 -0.12
18 O 0.21 -1.65 -0.25

Atom charges from the Löwdin analysis, given in e for atoms 1 to 5: number 1, C, carries -0.12; number 2, C, carries -0.23; number 3, C, carries -0.16; number 4, C, carries -0.05; number 5, C, carries -0.20


The following is a DFT calculation (ωB97M-V with the def2-TZVPD basis set) of C6H10O2P2 in the gas phase at a distorted geometry.

Results
Orbital gap ... 8.154 eV
Total charge ... 0
SMILES string ... [H]/P=C\O[C@](C)(CC)P=C=O

Geometry (Å):
1 C 2.06 0.75 0.51
2 C -0.07 -0.03 -0.18
3 C 1.96 -1.78 -0.13
4 C -0.62 -0.26 -1.57
5 C -2.34 -0.31 1.07
6 C -1.16 0.69 0.74
7 O 1.04 0.70 -0.41
8 O 3.04 -1.88 -0.66
9 P 0.53 -1.72 0.70
10 P 3.39 1.66 0.07
11 H 1.82 0.50 1.54
12 H 0.09 -0.94 -2.11
13 H -1.56 -0.83 -1.52
14 H -0.62 0.69 -2.05
15 H -2.79 -0.18 2.01
16 H -3.17 -0.29 0.30
17 H -1.96 -1.34 1.07
18 H -1.65 1.57 0.13
19 H -0.77 1.17 1.56
20 H 2.77 1.83 -1.05

Atom charges from the Löwdin analysis, given in e for atoms 1 to 5: number 1, C, carries -0.61; number 2, C, carries -0.71; number 3, C, carries -0.53; number 4, C, carries -0.05; number 5, C, carries -0.12


The following is a DFT calculation (ωB97M-V with the def2-TZVPD basis set) of C6H10O2S in the gas phase at a distorted geometry.

Results
Orbital gap ... 8.512 eV
Total charge ... 0
SMILES string ... CC1=C(C)[S@@H](=O)=CCO1

Geometry (Å):
1 C -0.60 -1.85 1.29
2 C -0.81 0.51 -0.38
3 C 0.45 0.20 -0.04
4 C -1.66 -1.68 0.19
5 C -0.95 1.82 -1.08
6 C 1.89 1.40 -0.13
7 O 1.81 -0.88 1.88
8 O -1.86 -0.38 -0.28
9 S 0.93 -1.24 0.84
10 H -0.36 -2.79 1.79
11 H -1.52 -2.20 -0.77
12 H -2.56 -2.15 0.73
13 H -1.60 1.69 -1.92
14 H -0.04 2.28 -1.33
15 H -1.51 2.51 -0.37
16 H 2.81 0.79 0.13
17 H 1.78 2.03 0.66
18 H 2.00 1.87 -1.20
19 H 1.79 -1.93 -0.02

Atom charges from the Löwdin analysis, given in e for atoms 1 to 5: number 1, C, carries -0.28; number 2, C, carries -0.33; number 3, C, carries -0.22; number 4, C, carries -0.28; number 5, C, carries -0.01


The following is a DFT calculation (ωB97M-V with the def2-TZVPD basis set) of C6H10O2S5 in the gas phase at a distorted geometry.

Results
Orbital gap ... 7.835 eV
Total charge ... 0

Geometry (Å):
1 C -2.51 1.36 -4.57
2 C -1.07 0.77 -4.24
3 C -1.19 -0.49 -1.96
4 C 1.37 0.53 1.94
5 C 2.24 -1.27 3.25
6 C 3.53 -1.72 3.78
7 H -3.16 0.39 -4.72
8 H -2.90 2.10 -3.67
9 H -2.52 2.10 -5.56
10 H -0.18 1.54 -4.21
11 H -0.96 0.53 -5.37
12 H 1.36 -1.22 3.97
13 H 1.76 -2.14 2.57
14 H 4.21 -0.97 4.60
15 H 3.35 -2.88 4.03
16 H 4.33 -1.95 2.88
17 O -0.95 -0.41 -3.32
18 O 2.46 -0.01 2.41
19 S -1.45 -2.10 -1.35
20 S -0.41 0.80 -0.97
21 S -1.44 0.59 0.82
22 S 0.04 -0.60 1.51
23 S 1.29 1.99 1.46

Atom charges from the Löwdin analysis, given in e for atoms 1 to 5: number 1, C, carries -0.14; number 2, C, carries -0.25; number 3, C, carries -1.07; number 4, C, carries -1.31; number 5, C, carries -0.32


The following is a DFT calculation (ωB97M-V with the def2-TZVPD basis set) of C6H10O3 in the gas phase at a distorted geometry.

Results
Orbital gap ... 10.274 eV
Total charge ... 0
SMILES string ... CC1(C)O[C@]1(C)C(=O)O

Geometry (Å):
1 C 0.47 -0.58 0.34
2 C 1.74 -0.33 1.06
3 C -0.46 -1.57 0.96
4 C -1.36 -0.06 -1.52
5 C 0.12 1.75 -0.48
6 C -0.04 0.25 -0.82
7 O -0.91 2.23 0.27
8 O 1.07 2.42 -0.79
9 O 1.00 -0.49 -1.30
10 H -0.74 3.18 0.37
11 H 2.32 -1.26 1.10
12 H 2.38 0.37 0.52
13 H 1.57 0.00 2.09
14 H -1.48 -1.18 1.01
15 H -0.18 -1.82 1.98
16 H -0.48 -2.49 0.36
17 H -1.35 0.44 -2.50
18 H -1.45 -1.13 -1.71
19 H -2.22 0.28 -0.94

Atom charges from the Löwdin analysis, given in e for atoms 1 to 5: number 1, C, carries -0.25; number 2, C, carries -0.03; number 3, C, carries -0.02; number 4, C, carries 0.01; number 5, C, carries -0.44


The following is a DFT calculation (ωB97M-V with the def2-TZVPD basis set) of C6H10S in the gas phase at a distorted geometry.

Results
Orbital gap ... 9.602 eV
Total charge ... 0
SMILES string ... C=CC1(SC)CC1

Geometry (Å):
1 C -2.09 -1.19 -0.08
2 C -0.80 -1.14 -0.23
3 C -0.57 1.36 -1.27
4 C -0.35 1.46 0.23
5 C 0.02 0.26 -0.53
6 C 2.33 -0.67 0.87
7 S 1.80 -0.03 -0.75
8 H -2.72 -2.09 0.20
9 H -2.67 -0.17 -0.06
10 H -0.07 -1.90 -0.19
11 H -1.56 1.32 -1.68
12 H 0.09 2.03 -1.85
13 H 0.40 2.09 0.57
14 H -1.11 1.45 1.08
15 H 1.53 -1.25 1.24
16 H 2.81 0.00 1.66
17 H 2.98 -1.50 0.78

Atom charges from the Löwdin analysis, given in e for atoms 1 to 5: number 1, C, carries -0.03; number 2, C, carries -0.13; number 3, C, carries -0.14; number 4, C, carries -0.16; number 5, C, carries -0.71


The following is a DFT calculation (ωB97M-V with the def2-TZVPD basis set) of C6H10S in the gas phase at a distorted geometry.

Results
Orbital gap ... 8.581 eV
Total charge ... 0
SMILES string ... CC1=C(C)SCC1

Geometry (Å):
1 C -0.36 0.25 0.04
2 C 0.47 -0.59 0.62
3 C -0.78 0.09 -1.41
4 C 0.15 -1.08 -1.98
5 C -0.82 1.58 0.66
6 C 1.00 -0.54 1.95
7 S 1.29 -1.59 -0.63
8 H -1.81 -0.01 -1.64
9 H -0.47 1.05 -1.86
10 H -0.37 -2.00 -2.13
11 H 0.79 -0.95 -2.81
12 H -0.88 1.48 1.74
13 H -1.79 1.76 0.26
14 H -0.07 2.26 0.34
15 H 2.05 -0.70 1.79
16 H 0.63 -1.40 2.61
17 H 0.95 0.37 2.46

Atom charges from the Löwdin analysis, given in e for atoms 1 to 5: number 1, C, carries -0.35; number 2, C, carries -0.58; number 3, C, carries -0.15; number 4, C, carries -0.39; number 5, C, carries -0.03


The following is a DFT calculation (ωB97M-V with the def2-TZVPD basis set) of 2 unconnected molecules or ions with the total composition C6H10S at a distorted geometry.

Results
Orbital gap (spin up / spin down) ... 7.718 / 7.683 eV
Total charge ... 0

Geometry (Å):
1 C 2.60 1.73 -0.22
2 C 2.06 0.78 0.57
3 C -1.06 -2.13 -1.05
4 C -0.73 -1.81 0.38
5 C -0.88 -0.73 -0.65
6 C -1.99 1.61 0.38
7 S -1.72 0.71 -0.93
8 H 2.17 2.73 -0.55
9 H 3.71 1.67 -0.47
10 H 1.00 0.72 0.77
11 H -0.41 -2.51 -1.87
12 H -2.09 -2.52 -1.04
13 H -1.47 -2.07 1.09
14 H 0.24 -1.94 0.88
15 H 2.58 0.02 1.05
16 H -2.05 1.09 1.38
17 H -1.97 2.64 0.27

Atom charges from the Löwdin analysis, given in e for atoms 1 to 5: number 1, C, carries -0.08; number 2, C, carries -0.08; number 3, C, carries -0.20; number 4, C, carries -0.17; number 5, C, carries -0.56


The following is a DFT calculation (ωB97M-V with the def2-TZVPD basis set) of C6H10S in the gas phase at a distorted geometry.

Results
Orbital gap ... 9.831 eV
Total charge ... 0
SMILES string ... CC[C@@]12C[C@@H]1[C@H]2S

Geometry (Å):
1 C -0.31 -1.73 0.37
2 C 0.99 -1.54 -0.29
3 C 1.50 -0.44 0.56
4 C 0.15 -0.37 -0.02
5 C -1.46 1.53 -0.17
6 C -0.60 0.56 -0.87
7 S 2.90 0.74 0.04
8 H -1.17 -2.14 -0.17
9 H -0.48 -2.12 1.38
10 H 1.36 -2.21 -1.18
11 H 1.64 -0.44 1.63
12 H -2.16 0.97 0.38
13 H -2.07 2.21 -0.85
14 H -1.10 2.43 0.39
15 H 0.17 1.07 -1.55
16 H -1.22 -0.09 -1.40
17 H 2.28 1.75 0.60

Atom charges from the Löwdin analysis, given in e for atoms 1 to 5: number 1, C, carries -0.07; number 2, C, carries -0.18; number 3, C, carries -0.49; number 4, C, carries -0.39; number 5, C, carries -0.11


The following is a DFT calculation (ωB97M-V with the def2-TZVPD basis set) of C6H10S in the gas phase at a distorted geometry.

Results
Orbital gap ... 9.610 eV
Total charge ... 0
SMILES string ... SC1C[C@H]2C[C@@H]2C1

Geometry (Å):
1 C -0.72 1.20 -0.18
2 C -1.30 -0.35 -0.44
3 C -0.37 -1.07 0.55
4 C 0.86 -1.83 0.80
5 C 0.99 -0.50 0.13
6 C 0.72 1.01 0.33
7 H 0.07 1.92 -2.38
8 H -1.44 1.76 0.52
9 H -1.12 -0.38 -1.61
10 H -2.32 -0.61 -0.21
11 H -0.39 -0.80 1.64
12 H 1.51 -2.62 0.25
13 H 1.13 -1.89 2.00
14 H 0.98 -0.73 -0.84
15 H 1.00 1.24 1.44
16 H 1.39 1.45 -0.45
17 S -1.01 2.22 -1.55

Atom charges from the Löwdin analysis, given in e for atoms 1 to 5: number 1, C, carries -0.72; number 2, C, carries -0.13; number 3, C, carries -0.27; number 4, C, carries -0.12; number 5, C, carries -0.28


The following is a DFT calculation (ωB97M-V with the def2-TZVPD basis set) of C6H10S in the gas phase at a distorted geometry.

Results
Orbital gap ... 9.439 eV
Total charge ... 0
SMILES string ... C=CC1(SC)CC1

Geometry (Å):
1 C -1.32 -0.19 -1.85
2 C -1.28 -0.61 -0.59
3 C -0.08 -1.22 1.68
4 C 0.94 -1.05 0.60
5 C -0.30 -0.26 0.56
6 C 1.01 2.06 -0.14
7 S -0.19 1.45 1.08
8 H -2.03 -0.51 -2.56
9 H -0.74 0.55 -2.22
10 H -1.88 -1.35 -0.22
11 H -0.57 -2.18 1.77
12 H 0.13 -0.63 2.54
13 H 1.97 -0.75 0.66
14 H 0.74 -1.67 -0.24
15 H 1.04 3.04 0.14
16 H 0.62 1.82 -1.12
17 H 1.95 1.49 -0.09

Atom charges from the Löwdin analysis, given in e for atoms 1 to 5: number 1, C, carries 0.04; number 2, C, carries -0.11; number 3, C, carries -0.12; number 4, C, carries -0.14; number 5, C, carries -0.74


The following is a DFT calculation (ωB97M-V with the def2-TZVPD basis set) of C6H10Se in the gas phase at a distorted geometry.

Results
Orbital gap ... 8.944 eV
Total charge ... 0
SMILES string ... C[C@H]1CC=CC[Se]1

Geometry (Å):
1 C 0.98 1.42 -0.28
2 C -0.07 2.11 0.03
3 C 0.93 -0.03 -0.62
4 C -1.45 1.75 0.38
5 C -0.28 -0.84 0.23
6 C -0.17 -2.35 0.07
7 Se -1.99 -0.03 -0.33
8 H 1.99 1.84 -0.50
9 H -0.07 3.21 0.25
10 H 0.55 -0.10 -1.64
11 H 1.83 -0.64 -0.45
12 H -1.61 1.47 1.47
13 H -2.16 2.46 -0.10
14 H -0.38 -0.59 1.24
15 H -0.50 -2.85 -0.84
16 H -0.80 -2.82 0.94
17 H 0.95 -2.56 0.25

Atom charges from the Löwdin analysis, given in e for atoms 1 to 5: number 1, C, carries -0.15; number 2, C, carries -0.23; number 3, C, carries -0.18; number 4, C, carries -0.47; number 5, C, carries -0.62


Calculated total energy (hartree)
-384.8223 -1067.6656 -783.0618 -2375.8340 -460.2919 -632.6989 -632.7604 -632.5984 -632.6807 -632.6097 -632.7016 -2635.9707
Energy above the lowest of the compared OMol25 structures with the same formula, charge and spin (kJ/mol)
735.3 146.0 511.1 309.9 153.7 290.4 129.0 554.3 338.2 524.6 283.3 37.6